# 1
Molecular formula: C36H55Br2Ge2MoN3O2S
Method: DFT, the ωB97M-V functional and the def2-TZVPD basis

CARTESIAN COORDINATES (ANGSTROEM)
Mo 0.05114 -0.06814 0.36467
Br -3.49381 2.83526 -5.82754
Br -4.28248 0.32948 -0.86185
Ge 2.25522 -2.63397 1.76652
Ge -0.00857 -2.60076 -0.70948
S -1.02243 1.68476 1.88063
O 1.62285 0.19442 1.23586
O -1.19463 0.21516 -0.92372
N 0.49454 1.16231 -2.74410
N -2.96682 3.29133 1.09299
N -1.10145 3.39650 -0.22132
C -0.83241 1.29231 -2.99826
C 1.18758 -2.13172 3.32211
C 4.84817 -1.90226 2.81939
C 0.76834 -4.23890 0.00713
C -0.49946 6.16351 1.54698
C 1.11983 -2.19466 -2.29107
C -3.60435 1.55065 -3.33684
C 1.35139 1.60102 -3.63915
C -2.12202 -3.91367 -2.25511
C 0.35119 3.47426 -0.41975
C 0.91640 4.86966 -0.17309
C -3.83581 2.85077 2.19578
C 3.34129 -5.45166 2.39886
C -1.34676 1.90329 -4.15848
C 2.81283 1.43989 -3.35488
C 0.92866 2.21006 -4.84831
C -1.74607 2.86572 0.82668
C 4.39130 -7.51700 1.79531
C 2.56403 1.06974 1.84198
C 1.27769 -3.35670 -3.27439
C 1.79164 -4.26669 0.86060
C 4.06688 -1.97242 1.50097
C 0.78175 5.38319 1.26516
C 2.66938 -5.40984 1.17701
C -1.90653 -2.98308 -1.05911
C 2.89010 -6.43451 0.25603
C -2.75527 2.01798 -4.30086
C -0.39850 2.36601 -5.10227
C -3.08721 0.93679 -2.18219
C 3.73622 -7.48362 0.56995
C 1.19890 -3.22808 4.39731
C 4.19810 -6.49508 2.71174
C -1.73152 0.79479 -2.01518
C -5.99044 3.48417 0.94866
C -7.32186 4.21418 1.07448
C -5.12075 3.66718 2.19055
H 3.16733 -4.68102 3.14712
H -7.93942 4.06701 0.19007
H 2.17463 -3.31632 4.87505
H -3.17406 -4.18621 -2.34410
H -5.47144 3.84678 0.05234
H 2.96493 1.09397 -2.33539
H -4.67426 1.64448 -3.45308
H 2.41109 -6.39928 -0.71376
H -0.59507 7.00706 0.86205
H 0.56574 3.13968 -1.43600
H -0.73870 2.83730 -6.01383
H 0.46714 -5.17412 -0.46537
H -1.63233 4.05423 -0.77854
H -0.49500 6.56307 2.56029
H -3.29571 2.99226 3.13312
H 0.46060 5.58090 -0.86914
H 5.05500 -8.33701 2.03171
H 1.63491 -4.25892 -2.77561
H 4.53597 -2.66577 0.80044
H -6.16037 2.41834 0.78551
H 0.33945 -3.60118 -3.76709
H 3.24875 0.70902 -4.03851
H 0.73853 -1.30154 -2.78374
H -4.88091 4.72592 2.33330
H 0.92370 -4.20118 3.99086
H -2.44828 -2.05440 -1.19889
H 2.01407 1.89264 2.30515
H 3.34697 2.37789 -3.50667
H 0.16702 -1.98130 2.95756
H -1.82840 -3.43429 -3.18828
H -3.33914 4.03719 0.51938
H 0.47703 -2.98153 5.17471
H 2.09961 -1.92574 -1.87925
H -1.55457 -4.84083 -2.16405
H 2.00170 -3.10853 -4.05146
H 0.87085 4.54344 1.96246
H 1.67136 2.55231 -5.55586
H 1.62946 6.03581 1.47805
H 4.03058 -1.00195 1.00757
H 5.87194 -1.58282 2.62874
H -7.88174 3.85301 1.93725
H 3.89700 -8.27571 -0.14839
H -2.29987 -3.43873 -0.14647
H 4.40711 -1.19738 3.52648
H -4.04472 1.78744 2.07919
H 3.25028 1.45454 1.08722
H 4.70226 -6.51724 3.66813
H 1.97085 4.82059 -0.45494
H 1.54087 -1.17960 3.72053
H 3.12187 0.52756 2.60343
H 0.80763 2.76580 0.26844
H -5.69312 3.36953 3.07123
H -1.39581 5.55017 1.44892
H -7.17060 5.28676 1.20196
H 4.90101 -2.87369 3.30976

Values from the calculation:
**Relative energy (zero: lowest compared OMol25 entry of this formula, charge and spin)**: 0.9026 eV
**Net charge**: +2
**2S+1**: 3


# 2
Molecular formula: C36H56FNO6P2Ti
Method: DFT, the ωB97M-V functional and the def2-TZVPD basis

CARTESIAN COORDINATES (ANGSTROEM)
Ti 0.30670 0.30336 -0.16508
P -0.96079 -2.90841 0.30831
P -0.37028 -2.39513 -2.51448
F 1.40796 -0.36410 1.87540
O 0.19034 -1.17714 -1.91578
O -1.92173 -3.65241 1.31377
O -0.92882 -1.47326 0.62448
O 0.41659 -3.66804 0.29772
O 0.79398 -3.39649 -2.86903
O -1.21583 -2.13243 -3.82118
N -0.46466 1.47225 1.41134
C -2.63588 0.86713 -1.19113
C -1.03176 0.66632 5.00072
C -2.03401 -5.48923 2.82315
C -2.09431 -5.09659 1.36188
C 1.08227 -5.73403 -2.38352
C 1.88497 -4.63405 1.93264
C 1.52045 -3.35513 1.21073
C 2.25094 1.54159 -0.64592
C -1.23292 2.64791 1.25885
C -1.52357 -3.21031 -1.38433
C -1.19696 1.28564 3.77104
C -0.69552 -1.11705 -4.77264
C -4.57505 1.13607 0.35072
C 2.87177 0.64516 -1.54495
C -3.42078 -5.45765 0.72518
C -0.41058 -5.05659 -4.30466
C 1.23396 2.23286 -1.36522
C -0.06150 -0.30486 5.20323
C 0.65439 4.01311 2.29924
C 1.28011 1.78485 -2.70404
C -1.58040 0.10051 -4.67183
C -2.71374 4.97395 0.82872
C 2.28222 0.81268 -2.80756
C 2.64729 -2.79334 0.37452
C -0.69123 -1.76127 -6.13970
C -0.38915 0.95230 2.66514
C -2.49590 2.57450 0.64648
C 1.58647 4.90392 1.47545
C -3.21636 3.74517 0.43427
C -0.71540 3.89404 1.65757
C 0.76430 -0.65548 4.13714
C 0.55271 4.52224 3.73915
C -3.05427 1.23060 0.23189
C 0.81413 -4.71791 -3.47572
C -1.47368 5.03972 1.43908
C 0.57611 -0.03104 2.93425
H -3.00546 1.60198 -1.91150
H -4.19077 3.70256 -0.03807
H -2.62109 0.48456 0.90156
H -0.61751 -4.29793 -5.05546
H 3.43322 -2.40256 1.02246
H -1.96147 2.04242 3.64479
H -4.91760 1.45870 1.33528
H -0.37590 -1.03194 -6.88749
H -2.12381 -6.57162 2.92775
H 2.70357 -4.44530 2.62895
H 0.00080 -2.60321 -6.17740
H -1.25847 0.84526 -5.40208
H 0.24807 -5.78437 -1.68111
H -1.26029 -5.55178 0.81944
H 1.56044 -1.38361 4.23935
H -4.89961 0.10338 0.19903
H -1.54424 0.85993 -1.33449
H -4.23687 -4.97467 1.26404
H 2.21294 -5.39164 1.21847
H 0.31700 -0.86183 -4.45410
H 1.04094 -5.02369 2.50067
H 1.67665 -4.66571 -4.13991
H 1.15836 -2.60201 1.91405
H -1.60153 -4.27744 -1.58867
H 0.15673 5.54133 3.76757
H -1.30553 -5.19432 -3.69582
H -2.51196 -2.76014 -1.49160
H 3.69623 -0.01163 -1.30240
H -0.21811 -6.00180 -4.81495
H -5.08201 1.74759 -0.39979
H -3.47071 -5.15331 -0.32047
H -2.61986 -0.16214 -4.87734
H 0.62844 2.12542 -3.49943
H -3.01113 -0.12048 -1.47512
H -1.07836 6.00282 1.74418
H -3.28899 5.87647 0.66151
H 2.53663 0.24907 -3.69668
H 1.53823 4.53422 4.21162
H 1.22507 -6.72358 -2.82092
H -1.69179 -2.10950 -6.40244
H 2.29530 -1.97815 -0.26126
H 1.71344 4.51653 0.46313
H -1.68025 0.95462 5.81977
H 1.20005 5.92392 1.40321
H -1.49994 0.54455 -3.68169
H 3.07342 -3.57112 -0.26194
H 0.06547 -0.77667 6.16797
H 0.65805 3.07038 -0.99671
H -2.85172 -5.01827 3.37015
H -0.10295 3.88787 4.33770
H -3.56962 -6.53778 0.77011
H 1.97759 -5.46263 -1.82547
H 1.09066 3.01494 2.32099
H 2.59395 1.78604 0.34982
H 2.57218 4.95727 1.94440
H -1.09353 -5.17098 3.27142

Values from the calculation:
**Relative energy (zero: lowest compared OMol25 entry of this formula, charge and spin)**: 0.0000 eV
**2S+1**: 3


# 3
Molecular formula: C36H56NO9
Method: DFT, the ωB97M-V functional and the def2-TZVPD basis

CARTESIAN COORDINATES (ANGSTROEM)
O -4.46404 -1.65467 5.86959
O 11.71741 -1.30121 -4.32434
O -2.67275 1.32523 2.70831
O -6.90658 -0.38449 1.80027
O 9.46755 -0.59930 -5.45282
O -2.10646 -2.20698 6.84419
O 9.52816 -4.09249 -1.24307
O -0.30966 0.72736 3.64491
O 7.28468 -3.43750 -2.41240
N -6.86345 -0.50793 0.52290
C 4.90423 0.56683 -0.54181
C 4.91498 -0.49468 -1.64192
C -6.62596 1.83325 -0.33923
C -8.76003 1.03591 0.67358
C -2.83506 2.77586 -0.33228
C 0.98160 2.76158 0.59371
C -2.15599 -1.34685 5.83786
C 2.41693 3.25036 0.82602
C -2.12733 3.63459 -1.38610
C -4.92704 -1.94744 0.96072
C 10.72756 -1.81272 -3.83614
C -1.07129 -0.76852 5.30498
C -4.36726 2.89183 -0.40185
C -5.13809 1.57358 -0.63389
C -4.62953 0.42652 0.23049
C -2.62341 0.45670 3.70935
C -7.55847 0.60993 -0.19318
C 3.22296 -3.28075 0.21579
C 0.02985 3.85131 0.04229
C -5.48020 -0.83088 0.05575
C 9.60221 -3.24795 -2.26163
C 3.44229 2.11660 0.82706
C -8.12873 0.12219 -1.54732
C 3.76866 -1.51455 -1.54599
C 3.75198 -4.45242 1.04442
C -3.54727 -1.06740 5.32871
C 10.75291 -2.73192 -2.71313
C 8.24556 -1.97570 -3.99584
C 9.39596 -1.45724 -4.44564
C -0.60349 3.52236 -1.32338
C -1.23184 0.16127 4.20334
C 3.68398 1.48867 -0.54709
C 4.17846 -2.86595 -0.90450
C -5.44363 -1.34971 -1.37730
C 8.27336 -2.90859 -2.88495
C -3.70987 -0.12349 4.23642
H 3.06265 -2.41350 0.85914
H -1.74876 1.56672 2.50414
H 5.79873 1.18736 -0.63701
H -8.43792 1.67215 1.49386
H 2.26452 -3.55373 -0.22921
H -5.68992 -2.71327 1.09358
H -2.44062 3.23252 -2.35490
H -4.71253 0.07560 3.88023
H 4.15775 -3.63171 -1.67880
H -7.94211 0.84549 -2.33864
H -3.61384 0.13581 -0.04211
H 4.52845 -4.10267 1.72546
H 4.39610 2.50641 1.19370
H -9.42904 1.63230 0.05492
H -7.75242 -0.85236 -1.83440
H -6.08476 -2.22821 -1.46279
H -2.46230 4.67136 -1.34342
H -3.03064 -2.46883 7.01993
H 3.39771 -1.70521 -2.55420
H 2.46642 3.73714 1.80285
H 4.20128 -5.20380 0.39686
H -4.61005 0.70741 1.28204
H 7.28573 -1.72776 -4.42647
H -4.43060 -1.64875 -1.63644
H 2.95591 -4.89342 1.63973
H 2.69504 4.00041 0.08315
H -4.63480 3.58199 -1.20511
H -0.07050 -0.96545 5.66202
H -6.70949 2.47420 0.53754
H 5.19381 -2.77500 -0.51910
H -4.75047 3.32910 0.52130
H -0.73323 4.04705 0.79397
H -5.01251 1.31245 -1.68705
H 2.79658 0.92455 -0.83275
H -7.01070 2.42573 -1.17337
H -9.20986 0.01876 -1.47089
H 3.82028 2.27647 -1.29090
H 1.00945 1.93530 -0.11657
H -4.09175 -2.42122 0.44650
H -2.52279 3.08383 0.66372
H -5.78878 -0.63188 -2.11569
H 10.41535 -0.39509 -5.56674
H -9.26895 0.16908 1.08233
H 8.58145 -4.30619 -1.13739
H 2.91897 -1.11560 -0.99221
H -2.49808 1.75358 -0.49498
H 4.95181 -0.02291 -2.62566
H 3.12845 1.33613 1.52467
H 11.71104 -2.97108 -2.27435
H 0.59268 4.78079 -0.04860
H 0.60480 2.37367 1.54011
H -4.60755 -1.56773 1.92439
H -0.18036 4.20837 -2.06053
H 5.84973 -1.05384 -1.54938
H 4.98993 0.07113 0.43034
H -0.30311 2.52565 -1.65163

Values from the calculation:
**Electronic energy**: -58155.613 eV
**2S+1**: 2


no.,strongest force on any atom (eV/A)
1,0.415
2,0.725
3,1.204